[1]
Here is a cluster of 4 separate species, C6H19NO3 in total at a distorted geometry from the Open Molecules 2025 dataset. Energies are from ωB97M-V/def2-TZVPD.

**Kohn-Sham gap**: 9.7042 eV
**SMILES**: C=C(CC)CCN.O.O.O
**HOMO level**: -9.44 eV
**Energy above the lowest of the compared OMol25 structures with the same formula, charge and spin**: 66.70 kcal/mol

Geometry as XYZ:
```
29
C6H19NO3, DFT ωB97M-V/def2-TZVPD
C 0.3549 1.6600 1.2391
C -1.0743 0.9979 1.0776
C -1.0727 -0.1512 0.1079
C -1.7964 0.1523 -0.9422
C -0.3308 -1.3605 0.5990
C -1.1171 -2.7075 0.7106
N 1.1288 1.6977 -0.0389
H 0.9733 1.0676 1.9426
H 0.1805 2.6492 1.6866
H -1.4516 0.5460 2.0025
H -1.8074 1.8879 0.9130
H -2.1379 1.0822 -1.0158
H -2.2841 -0.6325 -1.6576
H 0.1822 -1.2071 1.6753
H 0.5200 -1.5077 -0.1914
H -0.5090 -3.4551 1.1440
H -2.1215 -2.5768 1.2661
H -1.3963 -2.9116 -0.3757
H 1.0524 0.8637 -0.6620
H 2.1411 1.7284 0.3574
H 0.0000 3.5688 -0.4504
H -1.0870 4.3954 -0.9911
O -0.2782 4.4726 -0.6160
H 1.9073 -1.6760 -3.1189
H 0.6118 -1.1248 -3.0053
O 1.2006 -1.4937 -2.4158
H 2.3999 -1.8420 0.9736
H 2.6974 -2.1559 -0.5071
O 3.1136 -1.9674 0.2929
```

natural (NBO) atomic charge list, values in e, 4 entries: -0.228 -0.435 0.005 -0.398

***

[2]
Here is a cluster of 3 separate species, C6H19NO3 in total at a distorted geometry from the Open Molecules 2025 dataset. Energies are from ωB97M-V/def2-TZVPD.

**Kohn-Sham gap**: 9.9155 eV
**SMILES**: COC[C@H](C)N.CO.CO
**HOMO level**: -9.31 eV
**Energy above the lowest of the compared OMol25 structures with the same formula, charge and spin**: 62.06 kcal/mol

Geometry as XYZ:
```
29
C6H19NO3, DFT ωB97M-V/def2-TZVPD
C -1.2859 20.1611 18.9886
O -2.2673 19.7420 18.0057
H -1.7115 21.0389 19.4747
H -1.1121 19.4101 19.7592
H -0.3861 20.5228 18.4910
H -2.7970 18.9952 18.2943
C 0.8869 19.0405 12.1694
O 0.3358 20.3003 12.4777
H 1.5451 19.0853 11.3017
H 1.4399 18.6137 13.0061
H 0.2218 18.3058 11.7156
H -0.5841 20.1260 12.6899
C -5.1581 14.4272 17.8332
C -6.6089 14.2560 17.3977
C -7.2876 15.5319 16.8880
O -7.1657 16.4791 17.8511
C -7.9806 17.6197 17.6482
N -6.6196 13.2556 16.3459
H -4.5210 14.8688 17.0668
H -4.7542 13.4724 18.1699
H -5.1132 15.0056 18.7559
H -7.2016 13.7930 18.1866
H -8.3023 15.2871 16.5741
H -6.7713 15.9812 16.0397
H -8.1009 17.9601 16.6197
H -7.6068 18.4776 18.2070
H -8.9171 17.4034 18.1622
H -5.9191 13.4229 15.6378
H -7.4938 13.2878 15.8412
```

natural (NBO) atomic charge list, values in e, 4 entries: -0.250 -0.741 0.166 0.172

***

[3]
Here is a cluster of 4 separate species, C6H19NO3 in total at a distorted geometry from the Open Molecules 2025 dataset. Energies are from ωB97M-V/def2-TZVPD.

**Kohn-Sham gap**: 9.7605 eV
**SMILES**: C/C=C(\C)CCN.O.O.O
**HOMO level**: -9.18 eV
**Energy above the lowest of the compared OMol25 structures with the same formula, charge and spin**: 24.74 kcal/mol

Geometry as XYZ:
```
29
C6H19NO3, DFT ωB97M-V/def2-TZVPD
C -0.9720 1.3744 -1.1422
C 0.3358 0.6286 -0.8794
C 0.2367 -0.7664 -0.3362
C -0.7528 -1.1469 0.4670
C -0.8314 -2.4530 1.2058
C 1.4009 -1.6763 -0.6197
N -0.7247 2.8158 -1.2431
H -1.3774 1.0277 -2.0941
H -1.7273 1.1312 -0.4005
H 1.0507 1.2982 -0.4065
H 0.8527 0.6174 -1.8580
H -1.6355 -0.5491 0.6540
H 0.1430 -2.8890 1.3784
H -1.2371 -2.2666 2.2078
H -1.5395 -3.1711 0.7857
H 1.2449 -2.5102 -1.2974
H 2.3021 -1.1346 -0.9232
H 1.7143 -2.1762 0.3037
H -1.3479 3.3920 -0.6973
H -0.7417 3.1445 -2.1988
H 0.3542 3.3734 2.0839
H 0.8302 2.8389 0.7147
O 0.7795 2.6200 1.6534
H 0.3668 0.9992 3.3109
H 1.8103 0.6696 3.6341
O 0.9386 0.7199 4.0351
H -0.9380 -1.6516 -2.2229
H 0.1786 -1.9937 -3.1839
O -0.7137 -2.2659 -2.9313
```

natural (NBO) atomic charge list, values in e, 4 entries: -0.216 -0.441 -0.013 -0.181

***

[4]
Here is a cluster of 5 separate species, C6H19O6 in total at a distorted geometry from the Open Molecules 2025 dataset. Energies are from ωB97M-V/def2-TZVPD.

**Kohn-Sham gap**: 9.3041 eV
**Net charge**: -1
**HOMO level**: -5.88 eV
**Energy above the lowest of the compared OMol25 structures with the same formula, charge and spin**: 14.40 kcal/mol

Geometry as XYZ:
```
31
C6H19O6, DFT ωB97M-V/def2-TZVPD
O 0.3324 -1.4300 -2.0275
C -0.3043 -0.7137 -1.2243
O -0.3399 0.5405 -1.2555
C -1.0977 -1.4525 -0.1364
C -1.4780 -0.6245 1.0696
C -0.4637 -0.4721 2.2330
C -0.5559 0.9947 2.7743
C 1.0075 -0.6520 1.7992
H -2.0298 -1.8327 -0.5679
H -0.4527 -2.3044 0.1005
H -1.7999 0.3440 0.6657
H -2.4000 -0.9610 1.5561
H -0.5898 -1.2361 2.9935
H -1.3017 1.3389 3.5028
H -0.8132 1.6220 1.9263
H 0.4324 1.2427 3.1426
H 1.1086 -1.5675 1.2092
H 1.3841 0.1687 1.1840
H 1.6688 -0.7447 2.6646
H 2.5253 -2.3199 -0.7350
H 1.4953 -3.0035 -1.4713
O 2.0958 -3.1812 -0.7280
H 1.3349 1.7864 -1.0247
H 1.9571 1.2078 -2.2482
O 2.0470 1.9754 -1.6476
H 0.4103 0.4308 -3.9930
H 0.1492 1.5578 -3.1685
O 0.4628 1.3968 -4.0790
H -2.3358 2.6086 -1.0186
H -0.9331 2.2558 -0.6748
O -1.5160 3.0248 -0.8210
```

natural (NBO) atomic charge list, values in e, 4 entries: -0.799 0.798 -0.854 -0.538

***

For reference, LUMO by record: 0.0097; 0.0222; 0.0213; 0.1259 hartree.